44
Properties=species:S:1:pos:R:3:forces:R:3:mulliken_charge:R:1 method="wB97M-V/def2-TZVPD" gap_ev=4.377 charge=-2
S -0.235666 -0.543690 -0.219403 -0.1 -1.5 2.3 1.094
O 0.979236 -0.086059 0.430722 2.6 1.7 0.5 -0.774
O -1.298495 0.441043 0.062840 -1.0 0.5 -0.8 -0.760
O 0.002967 -0.830447 -1.626391 -0.2 0.4 -2.3 -0.744
O -0.528005 -1.832150 0.454788 -1.3 -1.2 0.2 -0.795
O 5.578690 -2.076577 -1.497751 0.5 0.0 -0.1 -0.674
H 4.832398 -2.335812 -2.038190 -0.3 0.0 -0.1 0.331
H 5.187055 -1.639761 -0.741423 -0.3 0.1 0.2 0.342
O 1.109956 1.114779 5.055835 0.2 0.2 0.4 -0.676
H 1.254818 0.922046 4.129504 0.0 -0.2 -0.5 0.366
H 0.163031 1.232556 5.131235 -0.2 0.0 -0.1 0.308
O 1.616639 -5.064241 4.099472 0.2 -0.1 0.3 -0.654
H 1.323615 -5.971953 4.179557 -0.1 -0.2 0.0 0.304
H 1.141873 -4.724844 3.340766 -0.1 0.3 -0.3 0.350
O -6.087481 3.846512 4.445637 -0.3 0.1 0.0 -0.648
H -5.986999 3.845639 5.397539 0.0 0.0 0.2 0.311
H -5.201789 3.706515 4.110687 0.3 -0.1 -0.2 0.336
O -3.713907 -1.699505 4.001029 -0.3 -0.1 0.5 -0.681
H -3.001685 -1.921476 3.401283 0.4 0.0 -0.4 0.366
H -4.312582 -1.167947 3.476378 0.0 0.1 -0.2 0.312
O 2.462794 -4.326694 -4.468891 0.3 -0.1 -0.2 -0.644
H 1.839928 -4.802745 -5.018108 -0.1 -0.1 -0.1 0.291
H 1.963376 -3.585098 -4.127053 -0.2 0.3 0.3 0.352
O -1.992126 5.348052 0.991331 0.0 0.3 0.2 -0.665
H -2.429327 5.626811 0.186734 -0.1 0.0 -0.2 0.309
H -1.893715 4.400791 0.895178 0.2 -0.4 0.0 0.356
O 4.832823 4.049234 3.756946 0.3 0.3 0.1 -0.659
H 4.551488 3.754906 2.890659 -0.2 -0.1 -0.3 0.330
H 4.635010 3.313446 4.336348 -0.1 -0.2 0.1 0.327
O -1.486039 -6.410375 -0.990455 0.0 -0.5 0.0 -0.674
H -1.302175 -5.507512 -0.731113 0.2 0.5 0.1 0.368
H -2.226522 -6.340932 -1.593029 -0.1 0.1 -0.1 0.303
O -4.319649 3.160491 -2.711632 -0.4 0.3 -0.1 -0.676
H -3.993698 2.584789 -2.019850 0.2 -0.3 0.2 0.355
H -3.533070 3.447567 -3.175419 0.3 0.0 -0.1 0.318
O 4.114582 3.427534 -1.321760 0.1 0.4 -0.1 -0.655
H 3.776205 2.706297 -0.791159 -0.4 -0.3 0.1 0.348
H 5.020385 3.182267 -1.510442 0.2 -0.1 -0.1 0.306
O 0.836427 2.739880 -4.490727 0.0 0.3 -0.5 -0.676
H 1.361634 3.129181 -3.791560 0.1 0.0 0.3 0.321
H 0.711278 1.830631 -4.218986 -0.1 -0.3 0.3 0.352
O -2.138759 -2.091163 -6.129191 -0.2 0.0 -0.4 -0.655
H -1.724692 -1.845881 -5.301777 0.1 0.2 0.4 0.355
H -1.889831 -3.006104 -6.260161 0.0 -0.2 0.0 0.299

***

24
Properties=species:S:1:pos:R:3:forces:R:3:mulliken_charge:R:1 method="wB97M-V/def2-TZVPD" gap_ev=11.054 charge=+1
C -1.757830 2.094741 -0.918785 -0.4 0.2 -0.7 -0.627
C -1.839503 3.446932 -0.218743 1.4 0.9 1.6 -0.835
H -1.008898 1.937769 -1.724583 -0.2 0.5 0.7 0.274
H -1.750725 1.218028 -0.283061 -0.1 0.0 0.3 0.025
H -2.709487 2.130886 -1.406595 -0.6 -0.9 -0.8 0.379
H -1.302544 4.204119 -0.832165 -0.7 -0.3 0.4 0.251
H -1.321463 3.464831 0.795660 -0.5 0.0 -1.2 0.230
H -2.893510 3.761878 -0.015748 0.9 -0.3 -0.4 0.315
C 1.479374 0.316375 0.236092 -0.9 1.5 -1.3 -0.234
C 1.973033 0.713882 1.597389 0.4 2.2 1.2 -1.228
C 0.107449 -1.706075 -0.250215 -0.7 -1.1 2.4 0.671
N 0.234700 -0.470590 0.257924 0.4 -2.3 -0.6 -0.143
N 1.050424 -2.377557 -0.921823 -1.6 0.4 0.2 -0.307
N -0.976264 -2.591853 0.197395 0.3 2.9 -0.2 -0.612
H 1.231016 1.209310 -0.444577 0.8 -1.2 1.0 0.264
H 2.298382 -0.243214 -0.194784 -0.3 -0.3 -0.6 0.180
H 1.661310 0.100756 2.420196 -0.2 -0.8 0.2 0.400
H 1.699430 1.756419 1.957044 0.1 -1.1 -0.9 0.296
H -0.444962 -0.231410 0.959498 -0.2 0.3 0.0 0.324
H 2.005533 -2.085593 -0.999269 0.1 0.1 -0.3 0.215
H 0.757143 -3.331242 -1.104031 0.8 0.1 -0.1 0.256
H -1.768502 -2.132750 0.704519 1.3 -0.1 -0.3 0.281
H -1.462379 -2.978988 -0.585958 0.0 -0.7 -0.8 0.285
H 3.068433 0.696521 1.584317 -0.2 0.0 0.1 0.340

***

Result set for relative energy (zero: lowest compared OMol25 entry of this formula, charge and spin): 132.7; 33.3 kcal per mole, one per record in the order listed.
Result set for E: -1692.86092; -364.12222 a.u., one per record in the order listed.